[1]
ORCA calculation (ωB97M-V/def2-TZVPD) on a molecular structure, C33H58MnN3PSe2Si2Te.

LUMO (spin up / spin down) = -0.272 / -0.308 hartree
Multiplicity = 5
Energy relative to the best compared isomer or geometry (same formula, charge and spin) = 0.0 kJ/mol
Net charge = +3
Gap between HOMO and LUMO (spin up / spin down) = 7.86 / 6.75 eV
HOMO (spin up / spin down) = -15.3 / -15.1 eV

Cartesian coordinates (Å):
H 3.31 0.37 5.87
H 3.32 -3.73 2.06
H 2.67 0.03 3.39
H 5.60 -0.07 6.60
H -2.57 0.16 3.95
P 3.35 -1.91 5.35
H -0.39 -7.33 6.98
H 1.19 -7.08 5.05
Se -1.17 -2.40 7.38
C 5.55 -2.94 6.89
H -3.06 1.17 -11.48
H -2.37 1.39 -13.08
Si -1.60 3.19 -11.61
H -0.69 4.01 -13.74
C 3.96 -0.17 5.16
C -2.43 4.15 -10.16
C -4.58 3.87 -7.82
H 0.77 1.08 3.78
H 3.91 -1.76 7.64
H 0.69 -1.52 1.72
H -4.50 4.93 -8.05
C 0.44 1.60 7.54
H 5.88 -3.17 7.90
C -7.59 4.12 -7.89
H 5.54 -1.80 3.01
H -5.93 4.36 -10.76
H -1.73 4.92 -9.80
C 3.06 -2.94 2.77
Mn 0.89 -1.85 5.18
N 0.54 -3.84 5.62
H 5.71 -3.53 2.81
H 3.69 1.43 3.74
Si -6.19 3.13 -8.61
H -4.62 3.72 -6.74
C -1.91 1.29 2.25
H -3.37 4.64 -10.43
H 3.15 -1.99 2.24
C -0.04 -0.73 1.87
C -0.08 2.39 -10.89
H -2.08 4.97 -13.27
H -7.17 0.87 -8.47
C 0.45 2.72 6.71
C -2.81 1.92 -12.24
C 5.44 -2.75 3.52
C 0.75 -6.21 5.53
H 3.93 -3.98 4.43
H 5.59 1.20 5.39
H 2.00 -3.07 3.03
C 0.69 1.25 4.85
C 1.07 -4.94 5.08
C 3.29 -3.81 7.42
C -1.87 0.21 3.13
H -2.65 2.06 2.39
H -6.95 2.94 -10.94
H -5.42 0.75 -8.54
H -1.34 -5.26 8.01
C 0.56 2.54 5.35
H 1.77 -4.80 4.27
Te -2.83 2.95 -8.49
H -5.21 2.74 -10.86
Se 0.70 -1.18 8.12
H -7.62 4.03 -6.80
C -1.18 4.47 -12.89
H -0.32 1.65 -10.12
H -7.51 5.17 -8.15
H 0.32 1.70 8.61
H 6.19 -2.14 6.51
H 0.59 0.39 0.16
C -6.05 3.32 -10.46
H 2.24 -3.61 7.59
C 5.40 0.14 5.55
C -0.67 -5.20 7.17
H 5.72 -3.83 6.28
C -1.03 1.36 1.18
C -6.25 1.33 -8.11
H -6.22 1.21 -7.03
C 3.99 -2.98 3.98
N -0.83 -1.87 3.89
H -0.51 5.24 -12.50
C 3.65 0.34 3.75
C -0.32 -3.97 6.64
H 3.72 -4.15 8.36
H -8.54 3.75 -8.28
H 0.60 3.12 -10.46
C 4.06 -2.58 6.93
H 0.35 3.71 7.13
H -0.89 -2.77 3.40
C -0.93 -0.78 2.94
H 6.15 -2.78 4.34
H 3.38 -4.64 6.71
N 0.72 0.17 5.64
H 6.12 -0.41 4.94
C -0.09 0.35 0.99
H 0.47 1.85 -11.67
H -1.63 -1.84 4.51
H -1.07 2.19 0.50
H -3.73 2.38 -12.59
H 4.39 -0.02 3.04
C 0.58 0.36 6.96
H 0.56 3.37 4.66
C -0.13 -6.35 6.59

Results of the Löwdin charge analysis, in e, for atoms 1 through 4:
1. H 0.0891
2. H 0.0992
3. H 0.0394
4. H 0.0772

[2]
ORCA calculation (ωB97M-V/def2-TZVPD) on a molecular structure, C33H59BCrN4P2Si in a non-equilibrium geometry.

LUMO (spin up / spin down) = -0.105 / -0.099 hartree
Multiplicity = 2
Net charge = +1
Gap between HOMO and LUMO (spin up / spin down) = 7.30 / 7.57 eV
HOMO (spin up / spin down) = -10.1 / -10.3 eV

Cartesian coordinates (Å):
N 1.16 1.45 -1.74
N -0.48 -2.12 -1.75
H -0.44 -5.52 2.70
C 2.35 1.83 1.71
C 2.45 -4.67 1.47
C 3.59 2.72 1.66
H 0.83 -5.08 -0.82
H 1.03 3.49 2.09
H -3.19 -1.79 -0.61
H -1.01 -3.94 -4.51
H -2.36 4.69 0.29
H -1.18 3.71 1.13
H 5.46 0.77 1.02
C -0.68 -3.72 -3.50
H 5.07 0.88 -0.69
C -0.09 -4.70 -2.71
H 2.24 -5.74 1.41
H -1.58 -4.42 1.94
H 1.00 -1.44 2.73
H 4.31 -0.75 2.55
H -4.78 3.86 0.23
H 4.97 -2.06 1.59
H -2.68 -0.13 -1.78
N -1.09 1.22 -1.92
H -5.35 0.67 1.28
C -3.47 -0.40 1.07
H 2.43 3.56 -3.20
H -0.05 -2.52 3.63
H -3.16 1.57 -1.85
H -2.19 -0.67 2.80
H 4.44 -2.42 -0.68
H 3.77 -1.17 -1.71
C -3.24 -0.50 2.58
H 3.07 -4.41 0.62
C 0.33 -4.36 -1.45
C -0.62 -4.92 1.81
H -1.34 4.90 -4.72
B 0.07 0.64 -1.33
C 3.69 -1.63 -0.73
C -4.94 -0.19 0.75
H 1.09 5.14 -4.54
H 3.84 3.03 0.65
Si 0.81 -3.67 1.55
H 0.05 -5.69 -3.10
C -3.04 2.69 0.70
H -3.59 3.93 2.35
C 2.18 1.28 3.12
C 5.17 0.20 0.14
H 1.28 0.67 3.21
H 5.99 -0.48 -0.08
H -3.51 -2.56 0.93
H 3.12 0.73 -1.87
C -1.48 -1.40 -3.87
H -1.20 -0.40 -3.56
C 3.91 -0.62 0.41
N 0.52 -2.59 0.22
H -1.92 -1.86 0.63
H 3.40 3.61 2.24
H 3.24 -2.02 1.93
H 3.03 0.68 3.43
H 4.45 2.21 2.10
C -3.00 -1.73 0.46
C 0.60 4.34 -4.01
H -0.71 -5.60 0.97
C 0.70 2.44 -2.58
H -4.29 2.33 2.45
C -0.71 2.30 -2.69
H -2.57 -1.50 -3.84
C -0.78 4.21 -4.11
H -3.81 -1.33 2.99
C 2.48 1.31 -1.19
C 1.11 2.67 1.38
H 2.09 2.11 3.82
P 2.30 0.40 0.45
C 0.86 -2.48 3.05
C -1.45 3.19 -3.45
C -2.41 0.88 -1.46
P -2.27 0.93 0.41
C -1.93 3.69 0.35
H -1.46 3.47 -0.60
C 1.35 3.46 -3.25
H -3.56 0.40 3.10
H -5.10 -0.06 -0.32
H 0.21 2.05 1.45
H -5.52 -1.06 1.07
H 3.04 -4.52 2.37
H 1.17 3.10 0.38
H -3.94 3.30 -1.19
C -3.40 2.88 2.17
C -0.85 -2.44 -2.99
C 0.13 -3.05 -0.99
H -4.96 2.19 -0.27
H -2.52 3.10 -3.54
H -1.17 -1.55 -4.90
Cr 0.05 -0.65 0.20
H -2.57 2.57 2.81
C 4.11 -1.40 1.70
H 2.95 2.29 -1.05
C -4.25 3.01 -0.19
H 1.67 -2.73 3.72
H 2.70 -2.09 -0.64

Results of the Löwdin charge analysis, in e, for atoms 1 through 4:
1. N -0.0103
2. N 0.1385
3. H 0.0349
4. C -0.6636

[3]
ORCA calculation (ωB97M-V/def2-TZVPD) on a molecular structure, C33H59BI2N15Ru in a non-equilibrium geometry.

LUMO (spin up / spin down) = -0.162 / -0.298 hartree
Multiplicity = 6
Net charge = +2
Gap between HOMO and LUMO (spin up / spin down) = 8.78 / 5.30 eV
HOMO (spin up / spin down) = -13.2 / -13.4 eV

Cartesian coordinates (Å):
N -5.84 -1.11 -2.13
C 0.78 5.00 -0.08
N 0.12 2.49 -0.42
C 3.36 -0.55 -1.31
H -0.04 -0.69 -3.29
C 0.63 2.00 4.01
N 1.21 -0.05 -1.27
C -0.10 5.56 1.05
C 0.81 -4.98 1.85
H 2.69 5.84 0.35
C -1.14 -6.39 1.04
H -5.66 -1.96 -2.65
H -3.33 1.32 0.43
H 0.07 -2.26 -4.10
H -1.50 -2.65 3.90
H 3.94 2.75 1.25
C 3.76 0.20 2.17
H -0.32 4.80 1.79
N -3.56 -0.90 -1.81
N 1.81 0.62 -0.25
H -4.09 2.60 -1.99
H -1.38 0.18 4.42
H 2.21 0.61 4.57
H -3.44 -3.15 1.37
C 2.24 4.85 0.31
H -2.51 -2.09 0.31
H 0.69 0.32 5.41
H 4.04 -1.88 -3.70
H 0.17 -6.28 -1.31
H -1.80 -5.53 0.95
C -3.63 0.60 -0.30
H -6.72 -1.00 -1.65
H -3.55 4.20 -2.47
C 1.93 -1.62 -3.15
H -1.68 -3.19 1.42
C 4.64 2.10 0.73
C 2.15 -0.75 -1.95
C 0.57 -5.54 -0.62
I 0.53 1.98 -6.91
H 0.41 6.39 1.53
C -2.54 -2.54 1.30
H -1.44 -7.13 0.31
H -3.50 -0.94 2.36
C -3.64 3.17 -2.80
C -1.32 2.76 -2.06
H 4.31 -0.97 -1.57
H 5.04 0.03 0.47
H 1.77 3.72 4.51
H -3.22 -3.02 3.76
N -1.17 -4.21 -1.68
H 1.07 3.79 2.90
C 0.62 -1.35 -3.89
N -4.79 -0.60 -1.50
C 0.09 3.81 -0.68
H -4.31 3.15 -3.66
C -2.40 1.21 -3.82
C 3.12 0.31 -0.24
H 1.85 -4.72 1.68
N -4.89 0.31 -0.57
H 1.16 -2.77 -0.05
H -2.16 1.22 -4.87
H 3.70 -0.89 2.22
C -0.83 4.01 -1.71
C 0.32 -6.00 0.83
Ru -0.76 -0.14 -1.16
H -1.89 3.28 -3.99
H -1.09 4.94 -2.16
B 1.00 1.67 0.59
H -1.04 5.92 0.65
C 4.18 0.64 0.77
H 1.92 -2.66 -2.78
H 2.49 2.77 3.22
H 3.27 -0.46 -4.40
C -2.48 -2.22 3.75
H 0.93 -6.91 0.95
H 2.77 4.27 -0.44
C 3.11 -1.50 -4.12
H -1.72 0.50 -3.33
H 4.75 2.44 -0.29
C -1.45 -0.47 2.31
H 0.81 -0.85 -4.83
H 1.69 1.69 5.86
H -2.70 -1.56 4.59
N -0.06 -4.29 -0.95
C -1.02 0.26 3.41
N -0.76 -0.04 1.24
H 2.80 0.62 2.44
H 4.51 0.53 2.88
H 5.60 2.16 1.23
C 1.34 1.09 5.03
H 1.73 2.38 1.13
C -0.03 1.14 2.97
N 0.10 0.95 1.64
C -2.28 2.61 -3.21
I 1.65 2.32 -3.94
C -2.55 -1.49 2.40
N -2.81 -0.14 -1.05
H 2.89 -2.08 -5.02
H -3.42 0.84 -3.72
H 0.73 -5.41 2.85
C 0.30 -3.04 -0.63
N -0.59 -2.22 -1.17
H 1.64 -5.43 -0.80
C 1.55 3.14 3.62
H -1.27 -6.82 2.03
N -0.75 1.85 -1.25
N -1.47 -2.99 -1.81
H 2.37 4.39 1.28
H 0.75 5.75 -0.89
H 0.21 -4.07 1.83
H -0.22 2.45 4.55

Results of the Löwdin charge analysis, in e, for atoms 1 through 4:
1. N 0.1757
2. C -0.3338
3. N 0.0687
4. C 0.0618

[4]
ORCA calculation (ωB97M-V/def2-TZVPD) on 3 unconnected molecules or ions with the total composition C33H59Br4ClN3O4S in a non-equilibrium geometry.

LUMO = -0.100 hartree
Net charge = +1
Gap between HOMO and LUMO = 8.70 eV
HOMO = -11.4 eV

Cartesian coordinates (Å):
H -5.90 4.94 -3.07
H 7.69 -2.40 -1.01
H 1.68 -7.43 1.12
N -1.42 0.51 -0.63
H 6.95 2.20 1.19
N -8.75 3.42 -0.32
H -0.06 2.09 -3.88
C -1.28 0.33 0.85
H 8.99 3.78 2.40
H -2.71 -1.70 0.10
H 6.52 2.40 2.93
H -3.10 2.25 1.24
H 0.97 -5.26 2.35
H 2.52 -1.01 0.42
Br 1.41 -4.72 -0.02
H -2.56 1.95 -4.15
C -3.32 1.44 0.54
H -6.28 7.11 -4.45
H -0.92 3.48 -3.27
H 0.36 -7.60 2.29
H -4.02 -5.99 2.49
H -1.92 -0.24 -1.12
C -2.39 1.64 -0.73
H 7.80 4.29 1.20
H -10.53 2.86 -1.14
H 6.43 -1.64 -2.68
Br -0.48 -7.91 -0.01
C -3.04 1.75 -2.09
Br -7.80 8.26 -2.85
C -6.93 6.73 -3.67
C -2.05 1.61 -3.26
H -5.11 1.01 -0.63
Br -4.52 6.76 -2.11
H 4.36 -2.73 -0.78
O -2.64 -2.93 2.31
C 2.05 -1.77 -1.56
H -0.53 -5.32 1.41
C 5.89 -1.50 -1.75
C -0.21 -0.61 1.37
O -3.02 -4.34 4.06
C 0.51 -5.63 1.45
C -3.63 -2.06 1.96
C 7.80 -0.09 2.51
O -9.23 1.31 -0.39
H 1.22 -1.61 -2.26
H -7.73 6.14 -4.12
H -0.53 -1.17 2.23
H -0.28 -1.65 -0.55
C -3.09 -4.16 2.86
C -3.57 -5.20 1.91
H 9.31 -0.40 1.04
H 4.60 -3.03 -2.47
H 0.66 -2.49 0.73
H 1.57 0.09 -0.57
C 8.34 1.35 2.59
C -2.74 0.17 1.25
C 4.54 -2.24 -1.73
H 6.59 0.09 0.28
C 0.67 -7.13 1.36
H 2.05 -2.81 -1.27
H 3.29 -1.45 -3.25
H -4.32 -4.82 1.21
H -6.76 5.74 -1.74
H 7.99 -0.08 -0.73
C -5.71 0.98 1.45
H 8.42 -1.89 1.46
H -1.92 2.60 -0.51
H -4.31 -1.02 0.28
H 6.72 -0.12 2.49
C -3.36 -1.16 0.80
H -0.25 2.30 -2.16
H 5.69 -0.43 -1.69
C 7.32 2.41 2.19
C -0.77 2.42 -3.12
H 9.24 1.48 1.99
H -2.87 0.30 2.32
C -6.19 5.90 -2.65
H 8.20 -0.62 3.37
H -2.76 -5.62 1.32
H -3.76 0.93 -2.18
H 8.63 1.57 3.62
H 0.61 0.02 1.72
H -0.51 0.63 -1.07
H -5.21 0.30 2.12
C 1.70 -0.97 -0.30
C -9.61 2.58 -0.67
C 0.40 -1.54 0.29
C 8.34 -0.83 1.25
H -5.10 2.55 0.16
H -1.04 1.34 1.17
H 6.37 -2.50 0.16
Cl -3.89 3.30 -2.24
C 6.84 -1.86 -0.58
C -4.82 1.51 0.29
C -8.04 1.50 0.19
H -6.05 1.84 2.03
S -7.15 0.12 0.75
C 3.38 -1.34 -2.18
C 7.93 3.83 2.17
C 7.41 -0.58 0.04
H 7.44 4.48 2.88
N -7.70 2.71 0.25
H 3.57 -0.28 -1.99
H -1.84 0.54 -3.40
O -4.68 -2.01 2.58

Results of the Löwdin charge analysis, in e, for atoms 1 through 4:
1. H 0.0087
2. H 0.1099
3. H 0.0536
4. N 0.1409

Computed calculated total energy, in the same sequence as the records: -8597.99962, -3553.26924, -2828.78995, -12912.20179 hartree.